[1]
DFT (wB97M-V/def2-TZVPD) results for a molecular structure, C9H6AuCl2HoN2O4 in a non-equilibrium geometry.

## Properties
Kohn-Sham gap (spin up / spin down) = 6.31 / 4.20 eV
spin multiplicity = 7
charge = +4
<S²> = 12.0150

The geometry in XYZ format:
```
25
C9H6AuCl2HoN2O4 wB97M-V/def2-TZVPD
Au 1.0246 -6.9426 -3.4628
Ho -0.0209 -0.4278 0.1440
Cl 0.7505 -6.9987 -1.2075
Cl -1.6330 0.3642 -1.5076
C 0.8474 1.7159 0.0053
C 1.6174 -8.7224 -4.1443
C 0.9921 -6.2386 -5.2972
O 1.1871 2.8031 -0.1750
O 1.9869 -9.8103 -4.2502
O 1.0994 -6.0855 -6.4290
N -3.5541 2.4481 5.2726
C -3.1646 2.2386 3.9819
O -3.6104 2.8715 3.0314
C -2.1511 1.1555 3.7924
C -1.6492 0.2892 4.7820
C -0.7048 -0.6741 4.4264
C -0.3017 -0.7850 3.0994
N -0.8556 0.0161 2.1372
C -1.7403 1.0032 2.4723
H -4.1959 3.2015 5.4373
H -3.1571 1.9534 6.0566
H -2.0233 0.3822 5.8059
H -0.2897 -1.3689 5.1563
H 0.4295 -1.5003 2.7033
H -2.0883 1.5895 1.6171
```

Mulliken atomic charge list, values in e, 4 entries: 0.64, 1.72, -0.28, -0.23


[2]
DFT (wB97M-V/def2-TZVPD) results for a molecular structure, C9H6Cl24F2INO2S.

## Properties
Kohn-Sham gap = 9.01 eV
spin multiplicity = 1

The geometry in XYZ format:
```
46
C9H6Cl24F2INO2S wB97M-V/def2-TZVPD
O 0.1258 -0.2662 -0.5535
S -0.1506 1.1002 -0.3081
O -1.2618 1.7593 -0.8898
F -0.3549 1.2423 1.2459
N 1.1972 2.0263 -0.5432
I 2.8885 0.9564 -1.0632
C 1.4611 3.1308 0.4187
C 0.6205 4.3645 0.0896
C 1.2915 5.2185 -0.9721
F 0.3395 5.8842 -1.7269
H 2.5211 3.3606 0.3165
H 1.3017 2.7933 1.4400
H -0.3409 4.0493 -0.3199
H 0.4367 4.9296 1.0038
H 1.9412 5.9813 -0.5377
H 1.8774 4.5997 -1.6562
C -3.6191 -1.6332 -0.2511
Cl -4.4150 -0.1057 0.1384
Cl -2.5393 -2.0853 1.0766
Cl -4.8324 -2.8965 -0.4787
Cl -2.6898 -1.4506 -1.7358
C 1.6166 0.4986 4.8108
Cl 2.3900 1.5725 3.6296
Cl 0.7478 1.4735 5.9991
Cl 0.4860 -0.5657 3.9757
Cl 2.8489 -0.4631 5.6244
C 2.7488 -3.1182 9.0423
Cl 2.9063 -2.8808 10.7841
Cl 4.1183 -2.3544 8.2221
Cl 2.7382 -4.8450 8.6786
Cl 1.2443 -2.3860 8.4794
C -7.5206 -1.2331 -3.7731
Cl -8.0501 0.4017 -4.1816
Cl -7.7522 -2.2920 -5.1696
Cl -5.8187 -1.2130 -3.3226
Cl -8.4784 -1.8379 -2.4139
C 5.3825 -0.6757 -4.3109
Cl 5.6160 -0.0625 -2.6558
Cl 6.8048 -0.2737 -5.2685
Cl 5.1689 -2.4228 -4.2537
Cl 3.9519 0.0795 -5.0084
C -1.3894 -4.0735 -4.7174
Cl -3.1337 -4.1408 -4.4480
Cl -0.8082 -2.4446 -4.3613
Cl -0.5827 -5.2296 -3.6538
Cl -1.0336 -4.4722 -6.4009
```

Mulliken atomic charge list, values in e, 4 entries: -0.53, 1.30, -0.56, -0.23


[3]
DFT (wB97M-V/def2-TZVPD) results for a molecular structure, C9H6Cl2InN2O4Rh in a non-equilibrium geometry.

## Properties
Kohn-Sham gap (spin up / spin down) = 7.62 / 4.78 eV
spin multiplicity = 5
charge = +4
<S²> = 6.0420

The geometry in XYZ format:
```
25
C9H6Cl2InN2O4Rh wB97M-V/def2-TZVPD
In 0.5486 0.5056 -3.7262
Rh 0.2332 1.4706 -1.1717
Cl -1.5158 0.0753 -2.0513
Cl -0.1802 2.9858 -2.8950
C 1.5898 2.4985 -0.5180
C 1.0235 -1.5177 -5.4286
C 0.8929 1.9835 -5.8750
O 2.4112 3.2621 -0.1906
O 1.2151 -2.4949 -5.9847
O 1.1282 2.9327 -6.4657
N -2.0676 -0.9980 4.3733
C -1.9301 -0.1790 3.2874
O -2.7365 0.7157 3.0509
C -0.7846 -0.4932 2.3748
C 0.1491 -1.5369 2.5146
C 1.1220 -1.7183 1.5336
C 1.1130 -0.9078 0.3821
N 0.2459 0.0998 0.3077
C -0.7127 0.3039 1.2228
H -2.7569 -0.7405 5.0583
H -1.3246 -1.5877 4.7064
H 0.0854 -2.2162 3.3710
H 1.8851 -2.4838 1.6268
H 1.7846 -1.0516 -0.4692
H -1.4184 1.0923 0.9660
```

Mulliken atomic charge list, values in e, 4 entries: 1.27, 0.33, -0.12, 0.21


[4]
DFT (wB97M-V/def2-TZVPD) results for a molecular structure, C9H6F3N3O3S2 in a non-equilibrium geometry.

## Properties
Kohn-Sham gap = 7.10 eV
spin multiplicity = 1

The geometry in XYZ format:
```
26
C9H6F3N3O3S2 wB97M-V/def2-TZVPD
F -1.5120 2.5057 3.0027
C -0.8824 1.3770 3.4096
F 0.4152 1.5815 3.6121
F -1.4628 0.9207 4.5505
S -1.1716 -0.0870 2.0170
N -1.3619 1.3513 0.1882
C -0.0185 1.7362 -0.0956
O 0.5070 2.6236 0.6017
C 0.4877 0.8813 -1.1654
C -0.4486 -0.0053 -1.6628
C -0.0793 -1.1250 -2.4172
C 1.2047 -1.1475 -2.9399
C 2.0807 -0.0891 -2.6539
C 1.8090 0.8270 -1.6460
S -2.0289 0.2696 -0.9101
O -2.5550 -0.9547 -0.3513
O -2.8649 1.0730 -1.7730
H -0.8054 -1.9189 -2.5755
H 1.5588 -1.9826 -3.5409
H 3.0180 -0.0514 -3.1886
H 2.5230 1.5641 -1.2962
C -0.0923 -0.8748 1.2221
N 0.3305 -2.6019 2.8197
N 0.9166 -3.5472 2.9733
H -0.5490 -1.7165 0.6657
H 0.9815 -0.6088 1.1540
```

Mulliken atomic charge list, values in e, 4 entries: -0.15, 0.75, -0.18, -0.19


> The highest spin multiplicity belongs to which entry?

C9H6AuCl2HoN2O4